# C9H11NO5

One molecule with the formula C9H11NO5 in a non-equilibrium geometry (ωB97M-V/def2-TZVPD, OMol25).

XYZ file:
```
26
Properties=species:S:1:pos:R:3
O 1.25010 1.58779 1.39273
O 2.93140 -0.35480 -1.61423
O -0.30990 -2.44467 -0.11073
O 1.31822 0.17389 -2.90263
O -0.87705 -1.78605 -2.21319
N 1.72278 -0.25839 -1.85498
C 1.00379 1.68271 0.02481
C -1.21476 0.46590 0.42820
C -1.29773 -3.41719 -0.20051
C 1.72667 2.73249 -0.49258
C -0.06480 0.76873 -0.45887
C -0.24048 -1.70113 -1.19194
C 2.50809 3.14306 0.61933
C 0.79802 -0.63071 -0.82938
C 2.08629 2.48305 1.69043
H 1.33281 -0.90406 0.11543
H -2.12894 0.25741 -0.08703
H -0.40463 1.18384 -1.42426
H 1.79953 3.09170 -1.48944
H -0.92404 -4.23746 0.35282
H -0.87423 -0.34518 0.95143
H -1.44450 1.19776 1.14436
H -2.33929 -3.18484 0.06177
H -1.45583 -3.65450 -1.20055
H 2.59753 2.54559 2.75659
H 3.17095 4.03298 0.63768
```

The value obtained for the LUMO energy is 0.24 eV. The HOMO energy comes out at -8.8 eV. The HOMO-LUMO gap comes out at 9.05 eV. The energy relative to the best compared isomer or geometry (same formula, charge and spin) is 5.464 eV. Its SMILES is COC(=O)[C@H]([C@@H](C)c1ccco1)[N+](=O)[O-]. As for the total charge: 0.

=====

# C9H11NO5

A 2-piece molecular cluster, C9H11NO5 overall in a non-equilibrium geometry (ωB97M-V/def2-TZVPD, OMol25).

XYZ file:
```
26
Properties=species:S:1:pos:R:3
O -1.22407 3.03536 0.22507
O -1.05414 0.39578 2.62940
O 1.57165 1.16239 -0.68961
O -2.93511 0.18954 -0.30447
O -3.08624 1.12392 2.03267
N -1.92361 0.44048 1.72559
C 0.45421 -1.79245 -1.82489
C 0.96019 2.13553 0.07439
C -0.66687 -1.11166 -1.33222
C 1.39508 -2.38892 -0.98769
C -0.83468 -1.00630 0.03621
C -1.89319 -0.00344 0.54895
C -0.47095 2.26358 -0.32241
C 1.27045 -2.18311 0.39086
C 0.14022 -1.48193 0.90458
H 0.91605 1.77295 1.19248
H -2.89719 1.56818 2.91552
H 2.22173 -3.00462 -1.37918
H 1.57759 3.04331 0.27001
H 1.94518 -2.86972 1.03236
H 2.04345 0.47566 -0.12393
H 0.62921 -1.86788 -2.93727
H -1.45465 -0.75106 -1.86290
H -0.73884 1.48664 -1.00502
H 0.22157 -1.24092 1.95064
H -3.65432 0.65531 0.22814
```

The value obtained for the LUMO energy (alpha / beta) is 0.37 / 0.37 eV. The HOMO energy (alpha / beta) comes out at -8.6 / -8.6 eV. The HOMO-LUMO gap (alpha / beta) comes out at 8.93 / 8.93 eV. The energy relative to the best compared isomer or geometry (same formula, charge and spin) is 5.707 eV. Its SMILES is [O-]/[N+](O)=C(/O)c1ccccc1.O=CCO. As for the total charge: 0.

=====

# C9H11O2

A 2-piece molecular cluster, C9H11O2 overall in a non-equilibrium geometry (ωB97M-V/def2-TZVPD, OMol25).

XYZ file:
```
22
Properties=species:S:1:pos:R:3
O -1.18486 3.38358 3.44121
O -1.03574 1.80778 1.86936
C -0.26973 -0.16199 -2.49705
C 1.01361 -1.25627 -0.86465
C -0.14965 -0.51691 -1.12072
C -0.60375 1.07761 4.06389
C -1.02125 2.19866 3.01357
C -1.16172 -0.35767 -0.12663
C 1.86256 -1.65489 -1.88880
C 1.80568 -1.19107 -3.20359
C 0.65104 -0.46848 -3.44794
H -1.19610 0.38883 -2.75014
H 2.78772 -2.03488 -1.48513
H 0.53529 0.94129 3.95429
H -1.09025 0.63692 0.53708
H 2.50073 -1.47767 -3.98255
H 0.53836 0.04832 -4.37310
H -0.94694 1.37894 5.02829
H -0.84822 0.07420 3.77585
H 1.20380 -1.62655 0.13180
H -2.03067 0.00207 -0.64245
H -1.35990 -1.19182 0.56742
```

The value obtained for the LUMO energy is 3.25 eV. The HOMO energy comes out at -4.2 eV. The HOMO-LUMO gap comes out at 7.49 eV. The energy relative to the best compared isomer or geometry (same formula, charge and spin) is 1.350 eV. As for the total charge: -1.

=====

# C9H11O2

A 2-piece molecular cluster, C9H11O2 overall in a non-equilibrium geometry (ωB97M-V/def2-TZVPD, OMol25).

XYZ file:
```
22
Properties=species:S:1:pos:R:3
O 1.75894 -0.70054 1.93684
O 2.00464 -1.61015 3.98074
C -0.22037 0.26679 -0.21226
C -1.54787 -0.11886 -0.32153
C -1.83218 1.31083 -2.25368
C -0.46939 1.59344 -2.20911
C 0.31260 1.14924 -1.14998
C 1.76361 1.53976 -1.06065
C -2.33358 0.38088 -1.35656
C 0.22846 -2.37858 2.50400
C 1.46938 -1.51287 2.86299
H -1.98515 -0.95567 0.21874
H 0.03364 -3.25881 3.11568
H -3.38753 0.12991 -1.43321
H -0.57863 -1.65221 2.43863
H 2.06800 1.55328 -0.01276
H 2.41269 0.86316 -1.61499
H 0.37288 -0.11613 0.63075
H 0.05517 2.01772 -3.06280
H -2.53527 1.66167 -2.99588
H 0.43630 -2.68413 1.47346
H 1.97366 2.52127 -1.47839
```

The value obtained for the LUMO energy is 3.35 eV. The HOMO energy comes out at -4.2 eV. The HOMO-LUMO gap comes out at 7.52 eV. The energy relative to the best compared isomer or geometry (same formula, charge and spin) is 0.363 eV. As for the total charge: -1.

=====

# C9H11O2

An isolated ion of composition C9H11O2 and charge -1 in a non-equilibrium geometry (ωB97M-V/def2-TZVPD, OMol25).

XYZ file:
```
22
Properties=species:S:1:pos:R:3
O 3.32599 -2.08598 0.02010
O 1.38053 2.18522 -0.09581
C -0.10836 0.56396 -0.82994
C 1.29126 0.95309 -0.28200
C 3.67424 0.73246 0.34940
C -1.84511 -0.36376 -0.12358
C -3.10779 -0.97302 0.38409
C -1.27434 1.00811 0.10824
C 2.37188 0.07863 -0.06568
C -0.82105 -0.76283 -0.88359
C 2.37350 -1.31599 -0.17202
H 1.38667 -1.76564 -0.44236
H 3.76666 0.79464 1.43777
H -2.89687 -1.78187 1.08545
H -3.69372 -1.38407 -0.43837
H -0.94768 1.20936 1.12746
H -0.60510 -1.66670 -1.42895
H -1.88103 1.84274 -0.24417
H -0.16942 1.07669 -1.79948
H 4.51937 0.15308 -0.02038
H 3.71820 1.74617 -0.04583
H -3.70793 -0.22398 0.90078
```

The value obtained for the LUMO energy is 3.35 eV. The HOMO energy comes out at -3.2 eV. The HOMO-LUMO gap comes out at 6.59 eV. The energy relative to the best compared isomer or geometry (same formula, charge and spin) is 2.300 eV. Its SMILES is CC1=C[C@H](/C([O-])=C(/C)C=O)C1. As for the total charge: -1.

=====

# C9H11O2P

One molecule with the formula C9H11O2P in a non-equilibrium geometry (ωB97M-V/def2-TZVPD, OMol25).

XYZ file:
```
23
Properties=species:S:1:pos:R:3
P 0.64056 1.48150 -1.18414
O 1.13769 -2.77353 -1.02832
O 3.31228 0.84420 1.82049
C -0.09827 -0.02189 -1.82004
C -1.40561 0.52106 0.17692
C 1.95289 0.78626 -0.18594
C 0.26271 -1.19025 0.38986
C 1.16779 -2.23785 0.06534
C -2.75728 0.31115 0.79636
C -0.67762 -0.72139 -0.55428
C 2.48380 1.35875 1.07527
C -0.71964 1.66419 -0.01803
H -0.85979 0.02338 -2.58219
H -1.05845 2.56273 0.53064
H 1.88684 2.27470 1.36090
H 0.78083 -0.58009 -2.23708
H 1.90205 -2.54364 0.89237
H 2.56675 0.02615 -0.65076
H -2.80909 -0.74376 1.23751
H -1.37163 -1.57299 -0.98536
H -3.02811 1.03095 1.51677
H -3.57002 0.29275 -0.00888
H 0.26132 -0.79239 1.39258
```

The value obtained for the LUMO energy (alpha / beta) is -1.49 / -1.45 eV. The HOMO energy (alpha / beta) comes out at -8.5 / -9.1 eV. The HOMO-LUMO gap (alpha / beta) comes out at 6.98 / 7.64 eV. The energy relative to the best compared isomer or geometry (same formula, charge and spin) is 6.075 eV. As for the total charge: 0.

=====

# C9H11O3

A 2-piece molecular cluster, C9H11O3 overall in a non-equilibrium geometry (ωB97M-V/def2-TZVPD, OMol25).

XYZ file:
```
23
Properties=species:S:1:pos:R:3
O -5.13929 0.15939 -2.04472
O -3.08962 -0.14820 -1.11318
O -1.39159 -0.17260 0.95709
C 1.75298 -0.78831 -0.61573
C -0.04955 -0.27375 0.87185
C -4.05509 0.52345 -1.53970
C 0.78365 -0.29894 1.97926
C 2.15597 -0.52222 1.76647
C 0.42124 -0.52316 -0.42475
C 4.09054 -0.99368 0.22641
C -3.80830 2.07439 -1.45376
C 2.62574 -0.67424 0.48252
H -2.74487 2.23779 -1.64390
H 2.19852 -1.08681 -1.55563
H -1.68058 -0.29755 1.86500
H 4.53298 -0.27175 -0.45956
H -0.40465 -0.65184 -1.11603
H 4.69286 -1.00937 1.13300
H 2.87040 -0.62363 2.57201
H -3.98814 2.33809 -0.40790
H 4.17459 -1.98187 -0.22899
H 0.46003 0.26992 2.84680
H -4.40783 2.71491 -2.09657
```

The value obtained for the LUMO energy is 2.98 eV. The HOMO energy comes out at -3.8 eV. The HOMO-LUMO gap comes out at 6.74 eV. The energy relative to the best compared isomer or geometry (same formula, charge and spin) is 1.652 eV. As for the total charge: -1.

=====

# C9H11O3

An isolated ion of composition C9H11O3 and charge -1 in a non-equilibrium geometry (ωB97M-V/def2-TZVPD, OMol25).

XYZ file:
```
23
Properties=species:S:1:pos:R:3
O 3.47512 -0.90951 0.46849
O 0.43237 2.66435 -0.17080
O -2.07169 -0.17393 -0.37845
C 1.09708 1.73696 0.05977
C 1.55419 -1.03392 -0.90670
C 2.09452 0.95761 0.42283
C -0.79264 -0.46599 0.17371
C 0.64106 -0.40453 -1.91756
C 2.43482 -0.33401 0.07864
C -2.63338 1.12693 0.11576
C 0.02279 -1.16280 -0.79880
C -0.75419 -0.82503 1.64524
H 0.45274 0.70008 -1.85822
H -3.75138 1.14321 -0.02536
H 2.59338 1.34458 1.21643
H -2.24469 1.96135 -0.28169
H -0.31087 -2.07361 -1.15323
H -1.30212 -0.06615 2.24250
H -1.17679 -1.85499 1.94168
H -2.65439 1.09954 1.27549
H 0.57393 -0.77194 -2.96249
H 2.11620 -2.03968 -1.28968
H 0.20390 -0.61851 2.10246
```

The value obtained for the LUMO energy (alpha / beta) is 3.69 / 3.68 eV. The HOMO energy (alpha / beta) comes out at -1.4 / -1.4 eV. The HOMO-LUMO gap (alpha / beta) comes out at 5.06 / 5.07 eV. The energy relative to the best compared isomer or geometry (same formula, charge and spin) is 6.921 eV. As for the total charge: -1.

=====

# C9H11O3

A 2-piece molecular cluster, C9H11O3 overall in a non-equilibrium geometry (ωB97M-V/def2-TZVPD, OMol25).

XYZ file:
```
23
Properties=species:S:1:pos:R:3
O -0.26771 1.62174 1.15667
O -0.26166 0.27350 3.32752
O 1.15449 -1.24868 2.52668
C -0.06398 0.32804 -2.69916
C 0.11280 -1.75047 4.59429
C 0.26063 0.20406 -4.18194
C -0.36315 1.00574 -0.04347
C -1.08460 1.20709 -2.33032
C 0.33734 -0.83443 3.38677
C -1.24839 1.55523 -0.99198
C 0.55156 0.01954 -0.40191
C 0.67457 -0.33161 -1.73443
H 1.14279 -0.54632 0.30829
H 1.40901 -1.06388 -2.05860
H -0.53534 -0.26569 -4.75404
H -1.79049 1.49791 -3.09225
H -1.91978 2.30130 -0.59112
H 1.12980 -0.43094 -4.33406
H 1.06587 -1.79658 5.12233
H 0.41306 1.21946 -4.54985
H -0.51651 -1.17955 5.28248
H -0.06692 -2.73198 4.16408
H -0.13336 0.94653 1.89403
```

The value obtained for the LUMO energy is 3.37 eV. The HOMO energy comes out at -4.5 eV. The HOMO-LUMO gap comes out at 7.89 eV. The energy relative to the best compared isomer or geometry (same formula, charge and spin) is 0.510 eV. As for the total charge: -1.

=====

# C9H11O3

A 2-piece molecular cluster, C9H11O3 overall in a non-equilibrium geometry (ωB97M-V/def2-TZVPD, OMol25).

XYZ file:
```
23
Properties=species:S:1:pos:R:3
O 3.72085 2.36927 0.69259
O 3.21612 1.12642 -1.06604
O 0.96358 0.53903 -1.92995
C -2.15974 -0.44900 -0.28330
C -1.31962 0.37420 -1.00852
C 0.12082 -0.05658 -1.22020
C -2.29010 -2.13341 1.60324
C 0.52681 -1.15298 -0.43721
C -0.27072 -1.89508 0.45038
C 2.86159 1.92960 -0.12077
C -1.60133 -1.54923 0.45374
C 1.45837 2.50826 -0.01574
H -2.06065 -3.24949 1.73904
H 1.07537 1.98951 0.81178
H -3.29622 -2.21700 1.30062
H 0.63700 2.38264 -0.89799
H 1.45758 3.54990 0.43284
H -1.63242 1.29212 -1.39969
H 1.50770 -1.51876 -0.69445
H 2.41562 0.47311 -1.54343
H -2.28960 -1.48093 2.49870
H 0.07198 -2.80522 0.96720
H -3.11300 -0.02637 -0.33283
```

The value obtained for the LUMO energy is 3.56 eV. The HOMO energy comes out at -3.5 eV. The HOMO-LUMO gap comes out at 7.10 eV. The energy relative to the best compared isomer or geometry (same formula, charge and spin) is 2.417 eV. As for the total charge: -1.